# 1
A structure of composition C3H2EuO3 at a distorted geometry. Source: OMol25; level of theory: ωB97M-V/def2-TZVPD.

LUMO level (alpha / beta) (eV): -0.994 / -0.999
<S²>: 15.762
Gap between HOMO and LUMO (alpha / beta) (eV): 4.74 / 4.74
Energy relative to the best compared isomer or geometry (same formula, charge and spin) (kJ/mol): 251.17

Structure (ORCA input):
```
! RIJCOSX wB97M-V def2-TZVPD def2/J DEFGRID3
* xyz 0 8
Eu 0.975 0.649 -0.099
O 4.927 0.577 0.119
O -0.298 -1.113 -0.073
O -1.060 1.439 0.209
C -1.637 -0.802 -0.153
C 3.809 0.635 0.101
C -2.042 0.602 0.023
H -2.221 -1.271 -0.970
H -2.453 -0.716 0.844
*
```

Mulliken atomic charge list, values in e, 5 entries: 1.37, -0.06, -0.76, -0.45, 0.01

***

# 2
A structure of composition C37H37Cl3FeO2P2 at a distorted geometry. Source: OMol25; level of theory: ωB97M-V/def2-TZVPD.

LUMO level (alpha / beta) (eV): -0.271 / -0.790
<S²>: 6.014
Gap between HOMO and LUMO (alpha / beta) (eV): 7.41 / 6.89
Energy relative to the best compared isomer or geometry (same formula, charge and spin) (kJ/mol): 173.60

Structure (ORCA input):
```
! RIJCOSX wB97M-V def2-TZVPD def2/J DEFGRID3
* xyz 0 5
Fe 1.536 -1.038 -4.078
Cl 0.258 0.015 1.547
Cl 2.846 -1.154 1.035
Cl 2.145 1.570 0.050
P -0.024 -1.773 -8.078
P 1.642 0.422 -8.453
O 0.099 -1.521 -0.871
O 1.559 -0.361 -2.143
C -2.670 0.027 0.004
C -2.721 -3.392 -5.435
C 3.215 2.036 -10.271
C 3.431 3.191 -6.062
C -0.955 2.541 -1.521
C 3.144 2.054 -6.808
C -1.961 -3.729 -11.230
C 1.903 1.946 -7.470
C 1.241 4.101 -6.586
C -3.166 1.217 0.750
C -0.932 -0.287 -8.687
C -1.151 -4.858 -11.403
C -0.678 -1.455 -5.396
C 0.256 -4.118 -9.565
C -2.950 2.627 0.102
C 1.006 -0.713 -1.033
C -0.047 -5.057 -10.556
C 1.549 -0.091 0.368
C -2.922 1.030 -2.312
C -0.547 -2.973 -9.396
C 3.755 2.348 -11.525
C 2.753 0.342 -12.444
C 3.527 1.499 -12.612
C -0.088 0.720 -9.026
C -2.429 -2.698 -4.256
C 2.231 0.028 -11.190
C -2.626 -0.061 -1.325
C -1.423 -1.717 -4.244
C -1.658 -2.791 -10.235
C 0.944 2.952 -7.319
C -2.003 -3.126 -6.602
C -1.483 2.755 -0.310
C 3.675 -1.825 -3.849
C 2.435 0.888 -10.097
C 2.488 4.222 -5.956
C -1.713 1.968 -2.656
C -0.998 -2.155 -6.591
H -3.689 2.919 -0.668
H 4.339 3.259 -11.643
H 2.554 -0.308 -13.294
H 3.803 -2.234 -2.824
H 0.008 3.034 -1.796
H -2.328 -1.018 -1.739
H -3.506 -4.147 -5.460
H 0.502 4.900 -6.517
H 2.720 5.122 -5.393
H -2.332 -0.785 0.653
H -2.155 2.766 -3.287
H 0.059 -0.615 -5.403
H -1.207 -1.183 -3.315
H 1.122 -4.267 -8.918
H -1.373 -5.566 -12.205
H 3.940 1.746 -13.592
H -2.280 -1.907 -10.114
H -2.830 -3.557 -11.870
H -2.230 -3.658 -7.528
H -4.237 1.083 0.927
H -0.334 1.652 -9.560
H -2.028 -0.302 -8.780
H -2.983 -2.940 -3.352
H 3.367 2.715 -9.427
H -0.977 1.466 -3.312
H -3.771 1.592 -1.944
H 0.577 -5.941 -10.684
H -3.186 0.546 -3.266
H -2.671 1.227 1.746
H 3.975 -2.635 -4.537
H -0.032 2.852 -7.797
H 1.621 -0.874 -11.064
H -3.142 3.339 0.935
H -0.850 3.155 0.496
H 3.876 1.250 -6.899
H 4.403 3.285 -5.574
H 4.518 -1.094 -3.900
*
```

Mulliken atomic charge list, values in e, 5 entries: 0.29, -0.10, -0.16, -0.15, 0.37

***

# 3
A structure of composition C17H48N6O5 at a distorted geometry. Source: OMol25; level of theory: ωB97M-V/def2-TZVPD.

LUMO level (eV): 0.379
Gap between HOMO and LUMO (eV): 9.12
Energy relative to the best compared isomer or geometry (same formula, charge and spin) (kJ/mol): 1141.53

Structure (ORCA input):
```
! RIJCOSX wB97M-V def2-TZVPD def2/J DEFGRID3
* xyz 0 1
O 15.242 7.494 -1.523
O 13.974 6.003 5.818
O 12.242 5.183 1.755
O 14.724 8.300 1.815
O 11.403 8.243 -1.406
N 13.277 7.360 4.315
N 16.646 9.275 -0.310
N 12.069 11.005 -3.848
N 12.268 7.400 6.202
N 13.068 5.260 -0.928
N 11.241 8.311 0.620
C 15.698 7.302 2.005
C 11.751 9.484 -2.013
C 13.562 7.798 1.153
C 17.581 10.180 -2.433
C 12.412 8.705 -4.313
C 12.265 3.086 -1.490
C 12.379 8.787 1.327
C 14.258 6.628 -2.126
C 11.911 8.912 2.786
C 11.536 9.668 -3.538
C 16.431 9.451 -1.706
C 12.085 4.247 -0.427
C 13.213 6.857 5.430
C 12.318 3.963 1.103
C 16.361 7.944 -2.221
C 11.098 5.998 1.659
C 10.132 7.765 -1.684
H 14.732 5.682 -2.387
H 10.451 8.733 1.086
H 12.662 9.779 0.974
H 10.291 5.385 2.062
H 11.557 8.015 3.293
H 12.313 3.424 -2.525
H 17.274 7.390 -2.004
H 11.091 8.767 -0.269
H 18.530 9.647 -2.382
H 12.567 8.036 4.074
H 10.767 6.375 0.691
H 16.541 10.191 0.103
H 15.918 6.778 1.074
H 12.469 7.266 7.183
H 11.136 9.657 2.970
H 13.067 11.143 -3.918
H 11.681 3.195 1.542
H 12.813 9.041 3.384
H 17.473 11.189 -2.037
H 14.168 6.972 -3.156
H 16.188 7.868 -3.294
H 11.476 7.835 5.752
H 15.233 6.582 2.677
H 11.704 11.269 -4.752
H 12.771 9.717 -1.707
H 11.213 6.877 2.294
H 13.296 8.473 -3.719
H 11.544 2.269 -1.489
H 16.643 7.451 2.528
H 10.488 9.635 -3.834
H 12.773 9.032 -5.287
H 11.117 4.685 -0.668
H 17.126 10.063 -3.417
H 9.496 8.541 -1.258
H 15.505 9.996 -1.890
H 12.858 5.480 -1.891
H 13.189 2.561 -1.247
H 11.011 10.140 -1.556
H 13.727 6.820 3.589
H 11.867 7.762 -4.362
H 15.948 8.644 0.057
H 10.086 6.844 -1.104
H 13.379 6.604 -1.482
H 13.363 3.661 1.185
H 12.800 6.140 -0.511
H 13.246 6.795 1.438
H 13.867 7.715 0.109
H 9.856 7.745 -2.738
*
```

Mulliken atomic charge list, values in e, 5 entries: -0.19, -0.73, -0.34, -0.63, 0.43

***

# 4
An isolated molecule of H3N2OP at a distorted geometry. Source: OMol25; level of theory: ωB97M-V/def2-TZVPD.

LUMO level (alpha / beta) (eV): 0.943 / -2.951
<S²>: 2.011
Gap between HOMO and LUMO (alpha / beta) (eV): 7.31 / 7.21
Energy relative to the best compared isomer or geometry (same formula, charge and spin) (kJ/mol): 77.27

Structure (ORCA input):
```
! RIJCOSX wB97M-V def2-TZVPD def2/J DEFGRID3
* xyz 0 3
P -2.378 -0.534 -0.076
O -3.352 0.592 -0.181
N -0.979 0.329 0.114
N 0.170 -0.444 0.130
H 0.718 -0.390 1.033
H -0.950 1.264 0.138
H 0.791 0.010 -0.499
*
```

Mulliken atomic charge list, values in e, 5 entries: 0.19, -0.35, 0.08, -0.62, 0.24

***

# 5
A cluster of 2 separate species, C3H10N2O in total at a distorted geometry. Source: OMol25; level of theory: ωB97M-V/def2-TZVPD.

LUMO level (eV): 0.955
SMILES: C=CO.NCN
Gap between HOMO and LUMO (eV): 8.88
Energy relative to the best compared isomer or geometry (same formula, charge and spin) (kJ/mol): 375.83

Structure (ORCA input):
```
! RIJCOSX wB97M-V def2-TZVPD def2/J DEFGRID3
* xyz 0 1
O 2.649 0.411 0.666
N -2.778 -1.554 0.157
N -1.206 0.268 0.978
C -2.448 -0.091 0.093
C 2.314 0.587 -1.731
C 1.869 0.600 -0.443
H 0.794 0.816 -0.119
H 3.537 0.408 0.309
H -0.678 -0.566 1.363
H -2.142 0.258 -0.912
H -2.130 -2.276 -0.146
H -3.390 0.367 0.386
H 3.143 1.157 -2.173
H 1.798 -0.153 -2.338
H -1.677 0.775 1.725
H -2.964 -1.645 1.117
*
```

Mulliken atomic charge list, values in e, 5 entries: -0.49, -0.58, -0.60, -0.31, -0.77

***

# 6
An isolated molecule of C6H9NO3 at a distorted geometry. Source: OMol25; level of theory: ωB97M-V/def2-TZVPD.

LUMO level (eV): 0.660
SMILES: NC(=O)[C@@H]1[C@@H]2C[C@H]1OCO2
Gap between HOMO and LUMO (eV): 10.34
Energy relative to the best compared isomer or geometry (same formula, charge and spin) (kJ/mol): 223.27

Structure (ORCA input):
```
! RIJCOSX wB97M-V def2-TZVPD def2/J DEFGRID3
* xyz 0 1
O 0.937 0.678 1.629
O 1.735 1.148 -0.516
O -0.950 -1.767 -2.029
N -1.356 -2.542 -0.063
C 1.714 1.544 0.834
C 0.479 0.645 -0.954
C -0.673 1.248 -0.116
C 0.233 -0.691 -0.209
C -0.864 -1.537 -0.802
C -0.232 0.229 0.958
H -1.812 -2.291 0.804
H -1.642 0.966 -0.543
H -0.680 2.318 0.118
H 0.456 0.673 -2.048
H 1.126 -1.295 0.001
H -1.597 -3.266 -0.900
H 2.742 1.514 1.211
H 1.319 2.570 0.913
H -0.935 -0.145 1.711
*
```

Mulliken atomic charge list, values in e, 5 entries: -0.46, -0.45, -0.67, -0.45, -0.18